{
  "formula": "C2H8",
  "method": "ωB97M-V/def2-TZVPD",
  "symbols": ["H", "H", "H", "H", "H", "H", "C", "C", "H", "H"],
  "positions_angstrom": [[-2.08839, -3.43384, 2.85865], [3.77734, 3.55347, -2.17985], [-3.59197, -2.86403, 3.65869], [3.54745, 4.47562, -3.70376], [3.11852, 2.73278, -3.63557], [-3.68745, -3.78700, 2.12043], [3.14053, 3.67508, -3.06849], [-3.14086, -3.67527, 3.06846], [2.11968, 3.93892, -2.75502], [-3.19485, -4.61573, 3.63647]],
  "multiplicity": 1,
  "smiles": "C.C",
  "e_homo_ev": -13.354,
  "total_energy_ev": -2203.6175,
  "homo_lumo_gap_ev": 14.681,
  "lumo_energy_ev": 1.33,
  "relative_energy_kcal_mol": 0.38
}

{
  "formula": "C3H7MgO3V",
  "method": "ωB97M-V/def2-TZVPD",
  "symbols": ["C", "H", "V", "C", "H", "Mg", "C", "H", "H", "O", "O", "H", "H", "H", "O"],
  "positions_angstrom": [[-1.29323, -0.24032, 0.29599], [0.29161, -2.21572, -0.61120], [3.61049, 1.41355, -0.35633], [-1.93315, 1.09571, -0.06527], [-1.81456, -1.08565, -0.17741], [0.73231, 1.79259, 0.02704], [0.79243, -1.39331, -0.08801], [0.97067, -1.64781, 0.96300], [-1.26078, -0.38832, 1.38743], [0.06269, -0.20071, -0.17720], [3.73720, -0.37108, -0.46917], [-2.91147, 1.13273, 0.45209], [-2.15773, 1.08682, -1.15207], [2.28821, -1.14082, -0.30969], [-1.11470, 2.16234, 0.28079]],
  "multiplicity": 5,
  "e_homo_ev": [-7.265, -8.430],
  "total_energy_ev": -40494.0192,
  "s_squared": 6.06,
  "homo_lumo_gap_ev": [6.722, 5.771],
  "lumo_energy_ev": [-0.54, -2.66],
  "relative_energy_kcal_mol": 0.00
}

{
  "formula": "C42H49BrN7Os",
  "method": "ωB97M-V/def2-TZVPD",
  "symbols": ["C", "H", "H", "C", "C", "C", "C", "H", "H", "H", "C", "C", "H", "N", "C", "C", "H", "H", "C", "H", "H", "C", "Os", "N", "H", "C", "N", "C", "H", "H", "C", "H", "C", "H", "C", "H", "C", "H", "H", "C", "H", "H", "H", "H", "C", "H", "H", "C", "C", "C", "H", "C", "C", "H", "C", "H", "H", "C", "C", "C", "C", "N", "H", "C", "H", "N", "C", "C", "C", "H", "H", "H", "H", "H", "H", "C", "N", "H", "C", "H", "H", "Br", "C", "C", "H", "H", "H", "N", "H", "H", "H", "H", "C", "C", "C", "H", "H", "C", "H", "C"],
  "positions_angstrom": [[1.00740, 1.07871, -2.57829], [4.67568, -3.20445, -0.40277], [-4.88905, -1.39982, 0.00955], [-3.13404, 1.99676, 1.85132], [-2.67879, 0.64999, 2.46043], [-2.26966, -1.80605, 3.78992], [-2.43563, 2.60653, 0.63164], [-2.03354, 1.87357, -0.06794], [0.73339, 3.35726, 4.68153], [1.98323, -2.03321, 3.88925], [-3.45643, -1.09604, 3.95636], [-1.92967, 2.67300, -2.78252], [-0.84796, 1.03650, -5.40974], [0.77715, 1.08530, -1.11537], [-1.61489, -3.33409, -0.18435], [0.77370, 2.44995, 0.91057], [0.76565, -4.16402, 2.99603], [-4.58176, 0.63099, 3.41027], [0.15581, 1.57131, 1.83819], [3.24813, -0.27106, 2.22524], [3.88547, -0.85028, -1.93535], [0.86057, 2.21171, -0.51639], [0.17077, -0.66656, -0.19694], [2.43718, -3.16024, -2.63783], [-4.91812, -3.91210, 0.10231], [4.40928, -1.82287, 1.18684], [-1.58618, -1.98927, -0.20558], [-2.61986, 0.40827, -3.60749], [-2.95987, 2.81261, -2.44300], [5.42061, 0.02366, -2.07329], [1.28461, 3.99329, 2.70564], [-1.83936, 3.10559, -3.78124], [-3.24851, 3.08005, 2.94018], [-3.59022, 0.52275, -3.11699], [-1.48685, -0.11116, 2.27587], [3.24194, -3.75848, -2.73851], [1.43129, -3.02660, -3.58613], [-1.26869, 3.24136, -2.11566], [-2.40929, -0.66478, -3.67218], [-0.10450, -3.59698, 3.32800], [1.44195, -3.55594, -4.52938], [-2.26584, 3.34166, 3.33974], [-4.22820, -1.47643, 4.61755], [-3.68985, 3.98456, 2.51282], [1.06360, -1.44460, 3.82654], [-0.99852, -4.06985, 2.92057], [4.50992, -0.39772, -3.52743], [1.29268, 1.08884, -5.31851], [2.14434, -2.38480, -1.59258], [3.70416, 1.75605, -0.93712], [3.28507, 2.76225, -0.82602], [-2.78549, -4.05461, -0.07095], [-2.76940, -1.33548, -0.13599], [-3.87916, 2.75852, 3.76951], [-0.14264, 1.04016, -3.39283], [1.32240, -0.43801, 3.48680], [1.41572, 1.10299, -6.39591], [-3.98613, -3.36634, 0.00935], [0.02354, 1.04150, -4.76226], [3.36142, -0.99188, 1.42830], [2.88269, -2.08881, -0.37990], [1.01386, -1.74500, -1.82350], [-0.35287, -1.75154, -3.51110], [4.41533, -0.07020, -2.49298], [1.71447, 4.93340, 3.03301], [4.08373, -2.51599, 0.03882], [-1.55634, 1.18566, -2.83574], [3.65797, 1.26359, -2.38200], [2.29865, 1.17175, -3.10378], [1.07676, 3.07250, -1.14520], [-1.62531, 3.27446, 0.92408], [3.38157, 1.25811, -4.93946], [-2.11824, -2.72228, 4.34802], [-2.73577, 0.79204, -4.62307], [-3.15460, 3.21661, 0.08516], [2.39456, 1.16706, -4.49510], [-0.45230, 0.40268, 1.43677], [4.22180, 1.99129, -2.96492], [-1.28550, -1.36133, 2.93791], [-1.56793, 0.82093, -1.80346], [0.64862, -1.36537, 4.83442], [-0.02175, -4.31670, -0.33786], [0.03584, -2.13088, 2.91579], [-3.64564, 0.09407, 3.28584], [-2.72843, -0.25835, -0.15251], [-2.74673, -5.13575, -0.05058], [-0.29513, 1.25616, 3.92100], [2.41674, -1.16167, 0.43304], [1.70068, 4.34174, 0.61965], [0.44693, -2.12033, 1.89930], [-0.14053, -3.68357, 4.41676], [-4.15875, 1.78947, 1.54311], [0.54651, -2.14549, -3.06672], [-3.97510, -1.97885, -0.03404], [1.28618, 3.65205, 1.34951], [5.33497, -1.98279, 1.72402], [3.20227, 1.07796, -0.24231], [0.14801, 1.93227, 3.19912], [4.74847, 1.82234, -0.62946], [0.72576, 3.11681, 3.62458]],
  "multiplicity": 5,
  "total_charge": 3,
  "e_homo_ev": [-16.197, -16.284],
  "total_energy_ev": -127265.7787,
  "s_squared": 6.04,
  "homo_lumo_gap_ev": [7.911, 5.537],
  "lumo_energy_ev": [-8.29, -10.75],
  "relative_energy_kcal_mol": 8.56
}

{
  "formula": "C2H7N3",
  "method": "ωB97M-V/def2-TZVPD",
  "symbols": ["N", "N", "C", "C", "H", "H", "H", "H", "H", "N", "H", "H"],
  "positions_angstrom": [[2.44642, 0.15958, 0.88030], [-3.06285, 0.08808, -2.10306], [1.66630, -0.12081, 2.02333], [-2.79607, 0.83405, -3.18890], [-2.37041, 1.85799, -3.23844], [2.05316, 0.88962, 0.32844], [1.65526, -2.05001, 2.14244], [1.16491, 0.80181, 2.33466], [-3.82077, 0.51985, -1.55748], [1.68666, -1.19287, 2.68230], [3.41942, -0.06970, 0.96023], [-3.15839, 0.42619, -4.17662]],
  "multiplicity": 2,
  "total_charge": -1,
  "e_homo_ev": [0.089, -1.197],
  "total_energy_ev": -6653.7349,
  "s_squared": 0.75,
  "homo_lumo_gap_ev": [3.170, 4.448],
  "lumo_energy_ev": [3.26, 3.25],
  "relative_energy_kcal_mol": 57.73
}

{
  "formula": "C3H6N4O",
  "method": "ωB97M-V/def2-TZVPD",
  "symbols": ["H", "N", "N", "H", "C", "C", "C", "N", "H", "H", "H", "H", "N", "O"],
  "positions_angstrom": [[-0.85511, -1.65941, -0.15966], [0.47019, -0.00030, -0.52070], [-1.73222, 1.56572, -0.15390], [-0.85973, 1.88715, -0.56482], [1.60569, -1.00747, 0.23542], [2.68662, 0.09207, 0.23169], [-1.99654, 0.24512, 0.00793], [-0.82952, -0.72443, -0.32093], [-2.36647, 2.31991, 0.74934], [1.75887, -2.11272, -0.34939], [0.99741, -1.18932, 1.48640], [0.75443, -0.46033, -1.33738], [3.38443, 1.29286, 0.21197], [-3.01806, -0.24887, 0.48403]],
  "multiplicity": 1,
  "e_homo_ev": -9.723,
  "total_energy_ev": -11208.3470,
  "homo_lumo_gap_ev": 9.751,
  "lumo_energy_ev": 0.03,
  "relative_energy_kcal_mol": 194.39
}

{
  "formula": "C31H33FeN19O2",
  "method": "ωB97M-V/def2-TZVPD",
  "symbols": ["N", "N", "N", "N", "H", "C", "H", "N", "H", "N", "C", "C", "H", "N", "N", "H", "C", "C", "H", "C", "H", "H", "H", "C", "H", "C", "C", "H", "H", "N", "N", "H", "H", "N", "C", "C", "C", "H", "H", "H", "H", "C", "C", "C", "H", "N", "H", "C", "N", "N", "C", "C", "C", "C", "C", "H", "H", "H", "C", "H", "C", "H", "N", "O", "C", "C", "C", "H", "H", "H", "C", "N", "C", "N", "Fe", "H", "N", "C", "H", "H", "C", "O", "H", "H", "N", "C"],
  "positions_angstrom": [[-0.72140, -1.36960, -1.57950], [1.57170, 0.29550, 1.64350], [-1.18640, 0.68230, -2.56420], [-0.80150, 0.47580, 5.33190], [-1.42110, -4.48780, -2.58230], [7.12190, 1.28970, -6.68630], [9.16160, -1.29890, -7.45070], [0.07710, -2.20650, 1.76000], [0.61150, 2.48940, 0.33780], [-2.10650, 2.30750, 5.80830], [1.52090, 1.23880, 2.74350], [3.82880, -0.02970, -3.27360], [0.65150, 4.92030, 0.71720], [-2.74660, 0.11610, 0.07100], [-1.70590, -3.11160, 2.54000], [-2.70750, 3.02240, 5.43270], [0.07030, 3.15540, -0.31840], [-1.38180, -3.40950, -2.62040], [-2.15850, 0.60220, 3.11470], [6.52480, -0.75280, -5.46210], [2.19320, -1.88910, -0.96870], [4.84120, 1.91770, -5.00430], [-0.61890, -1.55480, 4.86870], [-1.75970, 1.31880, 4.95740], [-0.22830, 0.76170, 6.11120], [3.45560, -1.16780, -2.55460], [-1.88250, -1.31800, -3.68560], [1.62090, -1.45130, 3.96650], [2.46060, 0.31060, 1.16320], [-4.73010, 0.64860, -0.49410], [1.91000, 0.10540, -1.25070], [8.79080, 1.05150, -7.97950], [-0.52470, 6.44130, -0.83640], [5.26170, 1.00410, -5.01150], [0.08270, 1.84560, 2.87140], [0.10690, 4.51720, -0.12340], [-1.33080, 3.47610, -2.25740], [1.39040, -0.66070, 1.94080], [-1.40750, 2.65010, 6.44650], [-3.23510, 1.75040, 3.67420], [1.79480, 1.48450, 4.83700], [6.31970, 0.61320, -5.78180], [2.50180, -1.04170, -1.56080], [-1.26310, 4.83980, -2.06170], [-4.06190, -2.14130, 2.04730], [-0.72890, 1.24140, -1.48650], [-1.91200, 3.05180, -3.05920], [-0.23090, -0.58760, 4.52470], [5.60860, -1.14330, -4.52890], [-3.49430, 0.89650, -0.70770], [-0.67860, 2.59770, -1.37330], [-2.04390, -2.03440, 1.83850], [-3.63760, -0.61780, 0.76690], [1.29790, -0.60510, 4.57910], [3.19970, 1.17210, -2.94780], [-2.33640, -0.73140, -4.46760], [3.05540, 0.50580, 4.08300], [1.78560, 2.11220, -1.66390], [4.87520, -0.09020, -4.27300], [6.96070, 2.33180, -6.91830], [1.97800, 0.69020, 4.11030], [1.61780, -0.80580, 5.60670], [-4.87760, -0.29460, 0.42560], [-0.12940, 2.60810, 3.82040], [8.35140, -0.78050, -6.96500], [2.26080, 1.18340, -1.93660], [-1.95560, -2.68750, -3.67400], [7.72350, -2.49840, -5.82960], [3.43050, 2.09590, -3.45300], [3.92310, -2.11040, -2.78590], [-0.55420, 5.37330, -0.99360], [-2.57180, 1.03680, 3.93740], [-0.77730, -2.69090, -1.60800], [-3.31050, -1.56080, 1.70870], [-0.54420, 0.09950, 0.15010], [-1.78230, 5.50730, -2.73600], [-0.93640, -1.43180, 1.34160], [8.14070, 0.56750, -7.26850], [-0.32500, -3.19610, -0.76370], [2.16050, 2.09700, 2.50120], [-1.25780, -0.64760, -2.60710], [-0.76810, 1.48180, 2.02400], [-2.46860, -3.21200, -4.46670], [-0.53920, -0.44970, 3.49120], [-0.38720, -3.17390, 2.45890], [7.55870, -1.46070, -6.06870]],
  "multiplicity": 1,
  "e_homo_ev": -7.479,
  "total_energy_ev": -99476.3740,
  "homo_lumo_gap_ev": 5.775,
  "lumo_energy_ev": -1.70,
  "relative_energy_kcal_mol": 30.82
}